{
  "formula": "C71H64GeInN9O7P2S3Se2",
  "method": "the ωB97M-V functional and the def2-TZVPD basis",
  "molar_mass_g_mol": 1658.85,
  "charge": -2,
  "lumo_ha": 0.1217,
  "total_energy_ev": -345881.803,
  "relative_energy_kcal_mol": 0.0,
  "spin_multiplicity": 1,
  "gap_ev": 6.3,
  "symbols": ["In", "N", "C", "O", "C", "C", "H", "H", "H", "H", "H", "H", "Se", "P", "C", "C", "C", "C", "C", "C", "C", "C", "C", "C", "C", "C", "C", "C", "N", "N", "N", "P", "Se", "C", "C", "C", "C", "C", "C", "C", "C", "C", "C", "C", "C", "H", "H", "H", "H", "H", "H", "H", "H", "H", "H", "H", "H", "H", "H", "H", "H", "H", "H", "H", "H", "C", "C", "C", "C", "C", "C", "C", "S", "O", "O", "N", "C", "C", "C", "C", "C", "N", "H", "H", "H", "H", "H", "H", "H", "H", "H", "H", "H", "N", "C", "C", "C", "C", "C", "C", "S", "O", "O", "N", "C", "S", "C", "C", "N", "H", "H", "H", "H", "H", "H", "H", "H", "O", "C", "O", "C", "C", "Ge", "C", "C", "C", "C", "C", "C", "C", "C", "C", "C", "C", "C", "C", "C", "C", "C", "C", "C", "H", "H", "H", "H", "H", "H", "H", "H", "H", "H", "H", "H", "H", "H", "H", "H", "H", "H", "H"],
  "coordinates": [[-0.63, 0.71, 2.03], [1.69, 0.88, 5.99], [1.12, 1.08, 4.78], [1.49, 0.47, 3.78], [0.08, 2.17, 4.71], [-0.38, 2.48, 3.31], [2.17, 0.00, 6.08], [1.10, 1.12, 6.78], [0.53, 3.05, 5.20], [-0.75, 1.86, 5.35], [0.34, 3.06, 2.73], [-1.37, 2.94, 3.29], [-2.30, -4.72, -3.08], [-1.21, -2.90, -3.21], [0.44, -3.08, -3.95], [1.40, -2.09, -3.74], [2.60, -2.12, -4.44], [2.84, -3.15, -5.34], [1.89, -4.15, -5.54], [0.69, -4.11, -4.85], [-2.09, -1.84, -4.41], [-3.42, -1.48, -4.15], [-4.15, -0.79, -5.09], [-3.58, -0.46, -6.32], [-2.27, -0.83, -6.59], [-1.53, -1.51, -5.64], [-0.96, -1.92, -1.71], [-0.12, -1.84, -0.58], [-0.54, -0.74, 0.09], [-1.52, -0.17, -0.58], [-1.80, -0.85, -1.66], [1.13, -2.84, 0.29], [1.80, -1.83, 2.01], [2.50, -3.29, -0.84], [2.41, -4.35, -1.73], [3.49, -4.72, -2.51], [4.68, -4.02, -2.42], [4.79, -2.96, -1.53], [3.71, -2.60, -0.73], [0.41, -4.47, 0.66], [-0.43, -5.13, -0.23], [-0.88, -6.41, 0.03], [-0.47, -7.06, 1.19], [0.37, -6.41, 2.09], [0.80, -5.12, 1.83], [1.21, -1.29, -3.04], [3.34, -1.36, -4.26], [3.78, -3.18, -5.89], [2.08, -4.95, -6.25], [-0.06, -4.88, -4.99], [-3.86, -1.73, -3.19], [-5.17, -0.51, -4.88], [-4.16, 0.07, -7.07], [-1.82, -0.58, -7.54], [-0.50, -1.78, -5.85], [1.49, -4.92, -1.81], [3.40, -5.55, -3.19], [5.53, -4.30, -3.04], [5.72, -2.41, -1.45], [3.81, -1.82, 0.00], [-0.77, -4.63, -1.13], [-1.55, -6.89, -0.67], [-0.81, -8.07, 1.39], [0.69, -6.91, 3.00], [1.44, -4.59, 2.53], [-3.94, 5.00, -2.96], [-3.98, 4.22, -1.67], [-5.09, 4.31, -0.83], [-5.13, 3.62, 0.37], [-4.05, 2.82, 0.74], [-2.95, 2.72, -0.09], [-2.92, 3.41, -1.29], [-4.17, 2.05, 2.34], [-3.86, 3.08, 3.30], [-5.51, 1.49, 2.42], [-3.04, 0.93, 2.31], [-3.17, -0.36, 2.74], [-4.25, -0.96, 3.43], [-4.20, -2.31, 3.69], [-3.09, -3.06, 3.29], [-2.04, -2.40, 2.70], [-2.07, -1.09, 2.45], [-4.84, 4.83, -3.56], [-3.07, 4.73, -3.56], [-3.88, 6.07, -2.76], [-5.94, 4.92, -1.11], [-5.98, 3.69, 1.03], [-2.10, 2.10, 0.16], [-2.05, 3.32, -1.93], [-5.09, -0.35, 3.72], [-5.02, -2.78, 4.22], [-3.03, -4.13, 3.48], [-1.13, -2.92, 2.42], [-7.61, 0.90, 4.97], [-6.47, 0.93, 5.79], [-5.52, 1.93, 5.61], [-4.38, 1.96, 6.38], [-4.19, 1.01, 7.38], [-5.15, 0.04, 7.61], [-6.30, 0.00, 6.81], [-2.66, 1.02, 8.26], [-2.78, 0.06, 9.33], [-2.38, 2.39, 8.61], [-1.62, 0.60, 7.14], [-1.46, -0.67, 6.72], [-2.23, -2.10, 7.48], [-1.32, -3.13, 6.44], [-0.56, -2.38, 5.61], [-0.65, -1.01, 5.73], [-7.44, 1.31, 4.06], [-8.02, -0.02, 4.88], [-5.65, 2.65, 4.82], [-3.62, 2.71, 6.20], [-4.99, -0.69, 8.39], [-7.05, -0.77, 6.97], [-1.40, -4.21, 6.49], [0.12, -2.78, 4.87], [1.67, 3.29, -0.84], [1.44, 2.50, 0.11], [0.29, 2.09, 0.42], [2.68, 2.01, 0.83], [3.53, 1.26, -0.20], [3.81, 2.23, -1.90], [5.37, 1.17, -2.64], [5.42, 0.71, -3.95], [6.52, 0.02, -4.44], [7.61, -0.23, -3.62], [7.59, 0.21, -2.31], [6.48, 0.90, -1.83], [4.56, 4.05, -1.91], [3.69, 5.15, -1.97], [4.19, 6.44, -2.06], [5.56, 6.67, -2.08], [6.43, 5.59, -2.01], [5.93, 4.29, -1.93], [2.47, 2.09, -3.32], [2.71, 2.73, -4.53], [1.74, 2.77, -5.53], [0.51, 2.17, -5.31], [0.25, 1.54, -4.10], [1.22, 1.50, -3.11], [2.41, 1.35, 1.66], [3.21, 2.88, 1.21], [3.00, 0.34, -0.50], [4.49, 0.95, 0.21], [4.58, 0.90, -4.61], [6.53, -0.33, -5.47], [8.48, -0.75, -4.01], [8.43, 0.03, -1.65], [6.48, 1.23, -0.79], [2.62, 4.97, -1.94], [3.50, 7.28, -2.11], [5.95, 7.68, -2.15], [7.50, 5.75, -2.04], [6.63, 3.46, -1.90], [3.67, 3.22, -4.70], [1.95, 3.28, -6.46], [-0.26, 2.20, -6.08], [-0.72, 1.09, -3.92], [0.98, 1.05, -2.16]]
}